1.
DFT (ωB97M-V/def2-TZVPD) results for a 10-piece molecular cluster, C22H54N12O19PS overall at a distorted geometry.

Structure (XYZ):
```
109
Properties=species:S:1:pos:R:3:forces:R:3:mulliken_charge:R:1
C -2.467 1.164 -2.064 -0.49 -0.63 0.59 -1.405
C -1.513 1.460 -0.846 -0.02 -0.16 -0.15 -0.061
C -0.398 2.473 -1.142 2.21 1.40 -1.70 -0.021
C 0.499 2.595 -2.244 -0.91 -0.77 -0.69 0.352
P 0.481 1.443 -3.725 0.00 -1.74 0.41 0.180
N 0.692 -0.067 -3.285 -0.85 1.14 -0.29 -0.382
N 1.364 3.672 -2.064 -1.73 -0.40 1.79 -0.041
C 1.037 4.245 -0.867 1.11 -0.24 0.01 -0.233
S 1.875 5.669 -0.186 -0.41 0.24 -0.21 -0.180
N 0.007 3.563 -0.350 -0.80 -1.56 1.12 0.481
C -0.728 3.832 0.922 -0.11 1.76 -0.03 -1.379
C -1.907 4.848 0.548 0.07 -0.96 0.40 -0.431
C -3.314 4.364 1.043 -0.57 1.21 0.21 -0.588
C -4.474 4.987 0.168 0.46 -0.17 -0.05 -0.810
C -4.601 4.318 -1.248 -0.34 0.80 -0.42 0.179
C -6.065 3.996 -1.703 0.10 -0.94 0.20 -0.985
C -6.898 3.167 -0.680 -1.07 0.26 -0.56 -0.487
O -6.359 1.867 -0.415 -0.36 0.43 -0.14 -0.273
C -7.318 0.826 -0.571 0.13 -1.41 0.20 -0.793
H -3.446 0.837 -1.623 0.79 0.32 -0.41 0.318
H -2.696 2.049 -2.695 0.40 -0.60 0.35 0.435
H -2.110 0.282 -2.651 -0.15 1.00 0.25 0.232
H -1.021 0.506 -0.530 -0.25 0.74 -0.31 0.347
H -2.166 1.754 0.010 0.81 0.19 -0.68 0.083
H 1.488 1.888 -4.644 -0.40 0.53 0.66 0.070
H -0.768 1.675 -4.383 0.63 0.44 0.22 0.144
H -0.174 -0.550 -3.578 0.84 -0.14 0.25 0.192
H 2.101 4.013 -2.677 -0.26 -0.21 0.18 0.321
H 2.852 5.245 0.685 -0.62 -0.67 -0.56 0.237
H -0.019 4.322 1.633 -0.50 -0.45 -0.63 0.665
H -1.099 2.903 1.396 0.41 0.44 -0.67 0.516
H -1.935 4.960 -0.567 0.14 0.03 0.95 0.281
H -1.637 5.811 1.036 -0.42 -0.49 -0.65 0.424
H -3.468 4.788 2.071 0.22 -0.73 -0.68 0.394
H -3.423 3.251 1.084 0.16 0.88 -0.08 0.298
H -5.424 4.940 0.754 0.74 -0.11 -0.56 0.367
H -4.263 6.077 0.002 -0.16 -0.87 0.36 0.387
H -4.195 5.056 -1.992 -0.22 -0.76 0.48 0.484
H -3.987 3.395 -1.362 -0.44 0.55 0.41 -0.428
H -6.672 4.892 -1.974 0.62 -0.42 0.36 0.355
H -5.995 3.370 -2.634 -0.10 0.58 0.71 0.312
H -7.913 3.022 -1.142 0.79 0.27 0.33 0.493
H -7.098 3.710 0.284 0.44 -0.42 -0.74 0.233
H -7.300 0.380 -1.603 -0.12 0.67 0.69 0.280
H -8.359 1.109 -0.294 0.73 0.08 -0.24 0.378
H -7.029 -0.016 0.113 -0.15 0.80 -0.49 0.227
C 2.701 2.343 2.292 -0.11 -0.08 -0.11 0.202
N 4.020 2.696 2.876 -0.05 0.01 -0.13 0.890
O 4.513 3.762 2.541 -0.02 -0.17 0.06 -0.530
O 4.514 1.898 3.644 -0.09 0.21 -0.27 -0.535
H 2.390 3.145 1.630 0.08 0.01 0.06 -0.340
H 2.820 1.412 1.738 -0.11 0.05 0.22 -0.073
H 1.998 2.225 3.114 0.08 -0.15 -0.02 0.339
C 5.738 4.026 5.600 0.32 0.03 0.06 -0.184
N 5.056 4.259 6.901 0.20 -0.13 0.04 0.906
O 5.387 3.569 7.841 -0.20 0.24 -0.08 -0.539
O 4.207 5.134 6.926 0.03 -0.17 0.06 -0.552
H 6.462 3.227 5.724 -0.12 0.02 0.08 0.313
H 4.981 3.750 4.879 0.05 0.17 0.07 -0.159
H 6.231 4.955 5.319 -0.17 0.03 -0.02 0.263
C -0.436 -3.724 -5.884 0.01 -0.10 0.38 -0.498
N -0.799 -2.318 -6.208 0.03 -0.27 -0.13 0.905
O -0.882 -1.539 -5.273 -0.23 0.13 -0.31 -0.584
O -0.986 -2.045 -7.373 0.02 0.17 0.32 -0.553
H -0.296 -3.802 -4.807 -0.07 0.14 -0.47 0.187
H -1.251 -4.360 -6.222 0.08 0.06 -0.14 0.281
H 0.488 -3.954 -6.410 -0.12 0.01 -0.10 0.271
C 3.413 -1.283 -0.886 0.09 -0.18 -0.22 -0.713
N 2.744 -1.039 0.420 0.19 -0.32 -0.25 0.918
O 3.068 -1.734 1.359 -0.28 0.26 0.00 -0.545
O 1.905 -0.151 0.453 0.06 -0.02 0.16 -0.536
H 4.125 -2.093 -0.766 -0.08 0.05 0.12 0.311
H 2.639 -1.548 -1.606 0.01 0.20 0.04 0.234
H 3.918 -0.363 -1.172 -0.13 0.01 0.00 0.266
C -0.243 -5.130 -0.980 -0.32 0.15 -0.09 -0.644
N 0.532 -4.357 -1.985 -0.19 -0.11 0.05 0.953
O 0.356 -4.618 -3.164 0.34 0.09 0.59 -0.661
O 1.294 -3.511 -1.559 -0.05 -0.12 -0.25 -0.530
H -0.876 -5.843 -1.496 0.15 0.03 -0.03 0.245
H 0.468 -5.640 -0.341 -0.04 0.17 0.02 0.295
H -0.843 -4.419 -0.414 0.13 0.02 0.03 0.275
C 1.944 -8.886 -1.424 0.11 -0.01 -0.13 -0.711
N 1.270 -8.568 -0.137 0.15 -0.18 0.08 0.918
O 1.640 -9.163 0.853 -0.22 0.21 -0.11 -0.530
O 0.388 -7.725 -0.169 0.26 -0.49 0.13 -0.593
H 2.699 -9.645 -1.244 -0.07 0.06 0.09 0.325
H 1.184 -9.253 -2.109 0.10 0.21 0.07 0.271
H 2.398 -7.969 -1.792 -0.11 -0.01 0.00 0.288
C 0.350 -3.934 3.345 0.20 -0.05 0.15 -0.706
N -0.734 -4.540 2.525 0.02 -0.16 0.15 0.935
O -0.935 -5.728 2.650 -0.07 0.25 -0.19 -0.499
O -1.345 -3.791 1.780 0.06 -0.09 0.08 -0.559
H 0.802 -4.712 3.953 -0.11 -0.02 -0.09 0.319
H 1.079 -3.506 2.661 -0.10 0.11 0.02 0.235
H -0.101 -3.168 3.970 0.02 0.04 -0.14 0.281
C 3.895 8.146 6.007 -0.27 0.16 0.08 -0.635
N 5.012 8.520 5.098 -0.04 0.10 0.00 0.868
O 4.943 9.594 4.535 0.14 -0.25 0.01 -0.534
O 5.919 7.717 4.983 -0.13 0.16 -0.06 -0.521
H 3.164 8.949 6.011 0.15 0.03 -0.07 0.328
H 3.459 7.227 5.626 0.17 -0.06 0.15 0.238
H 4.314 8.000 6.999 0.00 -0.18 -0.10 0.255
C 0.504 -13.095 -1.981 0.01 -0.25 0.09 -0.711
N 1.035 -12.099 -2.951 0.09 -0.18 -0.08 0.855
O 1.968 -12.436 -3.647 -0.18 0.25 0.09 -0.498
O 0.489 -11.008 -2.974 0.04 -0.32 -0.12 -0.546
H 1.081 -14.010 -2.071 0.02 0.12 -0.07 0.306
H 0.606 -12.670 -0.985 -0.12 0.05 -0.07 0.288
H -0.540 -13.270 -2.230 0.02 0.13 0.08 0.289
```
Forces are in eV/Å.

Computed properties:
* total charge: +1
* LUMO energy: -3.18 eV
* E: -3695.65489 hartree
* frontier orbital gap: 8.37 eV

2.
DFT (ωB97M-V/def2-TZVPD) results for one molecule with the formula C6H10O at a distorted geometry.

Structure (XYZ):
```
17
Properties=species:S:1:pos:R:3:forces:R:3:mulliken_charge:R:1
C 1.833 -0.476 -0.028 -0.14 -0.01 -0.01 -1.432
C 0.647 0.377 0.441 -0.24 0.03 0.19 0.352
C -0.010 1.285 -0.619 -0.09 0.09 -0.05 -0.412
C -1.541 1.360 -0.477 -0.25 0.47 -1.85 -0.646
O -2.124 0.187 -0.715 -0.02 0.48 0.19 -0.137
C -1.402 -0.960 -0.219 0.22 0.02 0.32 -0.413
C -0.612 -0.334 0.944 -0.08 -0.03 0.51 -0.770
H 2.217 -1.106 0.785 -0.14 0.11 -0.11 0.367
H 2.665 0.159 -0.361 -0.25 -0.07 0.06 0.374
H 1.575 -1.134 -0.867 -0.05 0.10 0.13 0.301
H 1.002 1.008 1.264 -0.05 0.00 -0.13 0.316
H 0.392 2.302 -0.637 -0.05 -0.21 0.03 0.391
H 0.097 0.868 -1.632 0.14 0.01 0.04 0.292
H -1.275 0.529 1.236 0.51 -1.06 0.55 0.403
H -0.799 -1.444 -1.006 0.02 0.29 0.27 0.246
H -2.156 -1.683 0.106 0.07 0.24 -0.06 0.293
H -0.521 -0.950 1.832 0.39 -0.46 -0.08 0.477
```
Forces are in eV/Å.

Computed properties:
* energy above the lowest of the compared OMol25 structures with the same formula, charge and spin: 76.8 kcal/mol
* LUMO energy: 0.69 eV
* E: -309.71993 hartree
* frontier orbital gap: 8.62 eV